(1)
DFT (ωB97M-V/def2-TZVPD) results for an isolated molecule of C11H21BO2 in a non-equilibrium geometry.

Each line ends with the Löwdin charge.
CARTESIAN COORDINATES (ANGSTROEM)
C  3.869  0.851  1.470  0.00
C  2.880  1.196  0.376  -0.32
O  3.124  1.852  -0.617  0.10
B  1.472  0.541  0.594  -0.25
O  0.603  0.091  1.543  0.12
C  0.019  -0.168  0.136  -0.10
C  -1.553  0.288  -0.210  -0.07
C  -1.791  1.786  -0.189  -0.43
C  -3.259  2.055  -0.556  -0.06
C  -1.370  2.456  1.090  -0.06
C  0.105  -1.587  -0.538  -0.45
C  -0.897  -2.680  0.155  -0.03
C  1.523  -2.237  -0.226  -0.06
C  -0.013  -1.622  -2.084  -0.04
H  3.585  1.266  2.418  0.09
H  4.872  1.178  1.247  0.09
H  3.903  -0.202  1.603  0.07
H  -2.133  -0.288  0.483  0.11
H  -1.638  -0.191  -1.200  0.10
H  -1.219  2.385  -0.857  0.13
H  -3.870  1.183  -0.191  0.10
H  -3.422  1.938  -1.567  0.04
H  -3.445  3.031  -0.158  0.07
H  -1.411  3.532  0.878  0.10
H  -0.355  2.198  1.207  0.04
H  -1.986  2.215  1.889  0.07
H  -0.588  -2.690  1.228  0.09
H  -1.941  -2.499  0.069  0.05
H  -0.725  -3.723  -0.159  0.08
H  1.584  -3.264  -0.285  0.05
H  2.339  -1.882  -0.931  0.11
H  1.890  -1.996  0.766  0.07
H  -0.997  -1.663  -2.431  0.06
H  0.453  -2.511  -2.330  0.06
H  0.391  -0.839  -2.623  0.07

The value obtained for the energy is -606.9635 a.u. The LUMO energy comes out at -0.0022 Eh. As for the HOMO energy: -9.06 eV. As for the HOMO-LUMO gap: 0.33091 Eh.

=====

(2)
DFT (ωB97M-V/def2-TZVPD) results for a cluster of 2 separate species, C11H21BrN3OP in total in a non-equilibrium geometry.

Each line ends with the Löwdin charge.
CARTESIAN COORDINATES (ANGSTROEM)
C  0.207  -2.046  -1.656  -0.25
P  1.960  -2.625  -1.829  0.90
O  1.979  -3.308  -3.336  -0.31
C  1.959  -4.022  -0.566  -0.48
C  1.006  -5.064  -1.027  -0.33
N  0.313  -5.848  -1.505  0.17
C  3.368  -4.630  -0.281  -0.66
Br  3.823  -6.022  -1.588  0.77
C  4.415  -3.585  -0.352  -0.33
N  5.242  -2.817  -0.569  0.18
H  -0.327  -2.352  -2.559  0.05
H  -0.300  -2.508  -0.808  0.04
H  0.225  -0.963  -1.589  0.02
H  2.399  -4.178  -3.333  0.02
H  1.547  -3.586  0.346  0.12
H  3.415  -5.088  0.701  0.10
C  -1.001  0.216  1.140  -0.10
C  -0.578  1.596  0.657  -0.28
N  -1.687  2.402  0.187  -0.20
C  -1.267  3.600  -0.523  -0.25
C  -0.500  4.673  0.259  -0.09
C  -2.784  2.573  1.125  -0.25
C  -2.474  3.200  2.490  -0.08
H  -1.556  -0.315  0.365  0.07
H  -0.115  -0.373  1.386  0.07
H  -1.617  0.265  2.038  0.07
H  0.118  1.463  -0.176  0.11
H  -0.009  2.090  1.460  0.10
H  -2.147  4.056  -0.983  0.11
H  -0.640  3.278  -1.360  0.11
H  -1.154  5.245  0.915  0.05
H  -0.050  5.382  -0.439  0.07
H  0.307  4.251  0.858  0.07
H  -3.236  1.592  1.297  0.10
H  -3.568  3.153  0.633  0.11
H  -1.567  2.790  2.937  0.07
H  -3.296  2.998  3.180  0.07
H  -2.369  4.282  2.430  0.05

The value obtained for the energy is -3586.5656 a.u. The LUMO energy comes out at -0.0052 Eh. As for the HOMO energy: -8.30 eV. As for the HOMO-LUMO gap: 0.29969 Eh.

=====

(3)
DFT (ωB97M-V/def2-TZVPD) results for a cluster of 3 separate species, C11H21Cl4IN4O3P in total in a non-equilibrium geometry.

Each line ends with the Löwdin charge.
CARTESIAN COORDINATES (ANGSTROEM)
C  6.636  1.295  1.793  -0.12
C  5.758  1.513  0.474  -0.21
C  4.394  0.694  0.440  -0.10
N  3.578  0.792  1.680  -0.05
N  3.664  1.591  2.740  0.13
N  2.717  1.280  3.641  0.08
C  1.916  0.198  3.138  -0.35
P  0.419  -0.719  3.850  0.53
O  0.859  -2.270  4.401  -0.37
I  -0.124  0.559  5.903  0.47
N  2.528  -0.035  1.871  0.00
C  2.020  -1.078  0.925  -0.08
O  1.306  -0.370  -0.128  -0.04
C  0.086  0.166  0.377  -0.40
C  -0.110  1.738  0.610  0.02
O  -0.881  -0.575  0.709  0.05
H  6.408  2.177  2.488  0.08
H  7.751  1.287  1.615  0.08
H  6.344  0.358  2.369  0.08
H  6.388  1.110  -0.395  0.13
H  5.592  2.615  0.216  0.13
H  3.763  1.129  -0.404  0.15
H  4.609  -0.383  0.136  0.14
H  1.813  -2.324  4.619  0.07
H  1.327  -1.828  1.410  0.15
H  2.862  -1.632  0.401  0.16
H  -1.095  2.102  0.181  0.11
H  0.746  2.278  0.095  0.09
H  -0.069  2.006  1.717  0.09
Cl  -2.536  0.446  -2.963  0.55
C  -1.793  -1.113  -2.524  -0.68
C  -2.466  -2.282  -3.215  -0.66
Cl  -4.117  -2.557  -2.610  0.55
H  -1.826  -1.212  -1.439  0.04
H  -0.746  -1.061  -2.829  0.07
H  -1.902  -3.197  -3.026  0.07
H  -2.521  -2.132  -4.294  0.07
Cl  -8.621  1.624  -1.964  0.53
C  -8.397  -0.087  -2.402  -0.67
C  -7.357  -0.269  -3.488  -0.68
Cl  -7.903  0.376  -5.056  0.54
H  -9.365  -0.490  -2.702  0.07
H  -8.079  -0.606  -1.496  0.07
H  -7.158  -1.332  -3.635  0.06
H  -6.418  0.221  -3.229  0.06

The value obtained for the energy is -3355.9395 a.u. The LUMO energy comes out at -0.1895 Eh. As for the HOMO energy: -11.78 eV. The net charge is +1. As for the HOMO-LUMO gap: 0.24354 Eh.

=====

(4)
DFT (ωB97M-V/def2-TZVPD) results for a structure of composition C11H21FNO9S2 in a non-equilibrium geometry.

Each line ends with the Löwdin charge.
CARTESIAN COORDINATES (ANGSTROEM)
C  4.625  2.676  0.794  -0.06
C  4.015  1.559  1.597  -0.44
F  5.007  0.892  2.301  -0.04
S  3.223  0.324  0.523  0.52
O  4.325  -0.132  -0.307  -0.35
O  2.680  -0.723  1.361  -0.34
N  2.190  1.052  -0.447  -0.33
S  1.042  1.974  0.195  0.51
O  1.268  3.379  -0.094  -0.36
O  0.752  1.664  1.582  -0.33
C  -0.367  1.502  -0.811  -0.24
C  -1.688  1.376  -0.049  -0.21
C  -1.990  2.500  0.965  -0.17
C  -3.445  2.963  0.961  -0.17
O  -4.207  2.528  2.110  -0.04
C  -4.243  1.191  2.261  -0.37
O  -4.061  0.640  3.310  0.09
H  3.857  3.350  0.420  0.07
H  5.234  2.286  -0.018  0.08
H  5.270  3.248  1.466  0.08
H  3.281  1.909  2.323  0.12
H  -0.131  0.548  -1.278  0.09
H  -0.447  2.236  -1.610  0.10
H  -2.471  1.410  -0.814  0.10
H  -1.768  0.386  0.401  0.11
H  -1.341  3.353  0.771  0.11
H  -1.725  2.147  1.960  0.12
H  -3.969  2.677  0.043  0.11
H  -3.477  4.048  1.024  0.12
H  -4.483  0.634  1.341  0.15
C  -0.398  -3.956  0.851  -0.06
C  0.707  -3.522  -0.087  -0.19
O  0.513  -4.058  -1.414  0.04
C  -0.378  -3.424  -2.159  -0.61
O  -1.025  -2.454  -1.855  0.12
O  -0.451  -4.049  -3.345  0.00
C  -1.412  -3.492  -4.238  -0.05
H  -0.494  -5.043  0.853  0.08
H  -0.177  -3.616  1.862  0.08
H  -1.356  -3.535  0.547  0.07
H  1.664  -3.914  0.249  0.13
H  0.797  -2.438  -0.126  0.12
H  -1.256  -2.422  -4.361  0.09
H  -2.423  -3.675  -3.873  0.09
H  -1.268  -3.998  -5.189  0.09

The value obtained for the energy is -2059.9613 a.u. The LUMO energy comes out at 0.0957 Eh. As for the HOMO energy: -5.90 eV. The net charge is -1. As for the HOMO-LUMO gap: 0.31253 Eh.

=====

(5)
DFT (ωB97M-V/def2-TZVPD) results for the ion C11H21N2O with charge +1 in a non-equilibrium geometry.

Each line ends with the Löwdin charge.
CARTESIAN COORDINATES (ANGSTROEM)
C  -2.735  3.023  -1.018  -0.02
C  -2.864  1.293  -0.609  -0.08
C  -1.418  0.704  -0.629  -0.07
C  -0.558  0.967  0.353  -0.24
O  -0.482  1.733  1.439  0.10
N  0.749  -0.161  0.387  -0.12
C  1.688  0.128  1.476  -0.21
C  2.750  -0.894  1.624  -0.03
C  0.063  -1.565  0.366  -0.16
C  -0.810  -1.759  1.630  -0.03
C  1.368  0.041  -1.029  -0.11
C  1.799  -1.179  -1.862  -0.15
C  0.682  -1.726  -2.634  -0.20
N  -0.241  -2.330  -2.992  0.19
H  -2.398  3.266  -2.104  0.09
H  -3.735  3.412  -0.901  0.04
H  -1.900  3.447  -0.341  0.07
H  -3.524  0.856  -1.275  0.07
H  -3.030  1.065  0.445  0.10
H  -1.306  0.041  -1.357  0.06
H  -1.315  2.264  1.305  0.15
H  1.983  1.194  1.227  0.16
H  1.129  0.227  2.387  0.12
H  2.817  -1.338  0.648  0.06
H  3.698  -0.507  1.811  0.07
H  2.467  -1.475  2.540  0.12
H  -0.681  -1.642  -0.518  0.13
H  0.836  -2.344  0.342  0.13
H  -1.305  -2.743  1.467  0.11
H  -0.037  -1.861  2.368  0.07
H  -1.549  -0.975  1.772  0.08
H  2.240  0.651  -0.832  0.13
H  0.627  0.513  -1.649  0.11
H  2.457  -0.530  -2.504  0.15
H  2.535  -1.794  -1.336  0.12

The value obtained for the energy is -616.0718 a.u. The LUMO energy comes out at -0.0916 Eh. As for the HOMO energy: -13.04 eV. The net charge is +1. As for the HOMO-LUMO gap: 0.38773 Eh.

=====

(6)
DFT (ωB97M-V/def2-TZVPD) results for a cluster of 2 separate species, C11H21N2Si in total in a non-equilibrium geometry.

Each line ends with the Löwdin charge.
CARTESIAN COORDINATES (ANGSTROEM)
C  0.742  -2.162  -3.692  -0.02
C  1.093  -1.038  -4.368  -0.05
C  0.625  -2.057  -2.297  -0.05
C  0.980  0.165  -3.700  0.00
C  0.536  -0.887  -1.566  -0.01
C  0.655  0.353  -2.298  -0.15
C  -0.202  3.624  -0.782  0.06
C  0.131  1.479  0.472  -0.01
C  0.329  -2.113  3.180  -0.14
C  -0.432  0.111  3.947  -0.14
C  0.462  1.697  -1.942  -0.02
N  0.165  2.173  -0.801  -0.12
N  -0.553  -0.966  2.990  -0.45
Si  -1.914  -1.199  1.979  0.57
H  0.926  -3.043  -4.136  0.09
H  1.058  -0.970  -5.401  0.10
H  0.377  -2.988  -1.633  0.15
H  1.224  1.167  -4.196  0.14
H  0.426  -0.936  -0.516  0.06
H  0.511  4.006  -1.431  0.08
H  -1.260  3.636  -1.069  0.12
H  -0.119  3.873  0.258  0.09
H  1.029  0.910  0.612  0.11
H  0.196  2.122  1.314  0.09
H  -0.820  1.032  0.589  0.06
H  0.396  -2.656  2.186  0.08
H  1.259  -1.970  3.492  0.03
H  -0.087  -2.892  3.804  0.08
H  0.525  0.515  3.596  0.08
H  -1.177  0.826  3.748  0.04
H  -0.598  -0.142  5.056  0.12
H  0.499  2.344  -2.824  0.15
H  -2.809  -2.128  2.873  -0.04
H  -1.486  -1.946  0.802  -0.07
H  -2.688  0.058  1.757  -0.06

The value obtained for the energy is -830.3903 a.u. The LUMO energy comes out at -0.1701 Eh. As for the HOMO energy: -11.08 eV. The net charge is +1. As for the HOMO-LUMO gap: 0.23705 Eh.